Record 1
A molecular structure, C48H56N3O4P2S2SeSiTi. Source: the Open Molecules 2025 dataset; level of theory: wB97M-V/def2-TZVPD.

Calculated values
**Energy relative to the best compared isomer or geometry (same formula, charge and spin)**: 158.8 kcal/mol
**HOMO (spin up / spin down)**: -6.56 / -6.64 eV
**Spin multiplicity**: 2
**Frontier orbital gap (spin up / spin down)**: 6.713 / 6.892 eV
**E**: -199936.68686 eV
**<S²>**: 0.7598

Geometry as XYZ:
```
118
Properties=species:S:1:pos:R:3:forces:R:3:mulliken_charge:R:1
Ti 0.638 0.051 1.145 1.04 0.10 0.40 -0.99
N -2.280 0.116 2.188 -0.43 0.20 -0.52 0.64
P -1.487 1.557 1.632 -0.66 -0.13 1.43 0.02
C -0.885 2.383 3.149 -0.01 0.17 -0.13 1.58
C 0.252 3.174 2.979 -0.21 -0.04 -0.07 -0.50
C 0.679 4.013 3.998 0.02 0.03 0.10 -0.76
C -0.013 4.042 5.198 0.14 0.01 -0.01 -0.63
C -1.134 3.243 5.380 -0.09 -0.05 0.06 -0.75
C -1.582 2.429 4.354 0.03 -0.08 0.00 -0.68
C -2.952 2.634 1.354 0.40 0.04 -0.74 0.64
C -2.741 3.748 0.544 0.07 -0.03 0.15 -0.60
C -3.778 4.617 0.251 -0.01 0.06 0.05 -0.64
C -5.044 4.380 0.764 0.02 0.01 0.00 -0.69
C -5.256 3.288 1.593 -0.03 0.01 0.03 -0.79
C -4.217 2.420 1.892 0.01 -0.09 0.04 -0.54
P -1.484 -1.336 1.735 -1.09 0.05 0.60 0.45
C -2.670 -2.174 0.619 0.40 -0.01 -0.17 0.73
C -4.027 -2.262 0.914 -0.03 0.08 -0.01 -0.84
C -4.882 -2.928 0.052 -0.02 0.04 0.01 -0.84
C -4.382 -3.532 -1.095 0.01 0.00 -0.03 -0.73
C -3.026 -3.474 -1.378 -0.02 -0.05 -0.04 -0.09
C -2.172 -2.791 -0.523 0.03 0.04 0.08 -0.35
C -1.822 -2.369 3.201 0.23 -0.06 -0.06 0.79
C -2.387 -1.862 4.364 0.02 0.03 -0.08 -0.30
C -2.634 -2.706 5.438 -0.03 -0.03 0.04 -0.56
C -2.313 -4.052 5.355 0.00 0.01 0.07 -0.54
C -1.741 -4.560 4.195 0.03 -0.03 -0.05 -0.71
C -1.493 -3.721 3.122 0.00 0.06 0.03 -0.60
H -3.279 0.102 2.019 -0.10 0.07 0.35 -0.01
H 0.779 3.157 2.034 0.10 -0.03 0.00 0.14
H 1.548 4.641 3.846 0.01 -0.03 0.03 0.46
H 0.322 4.686 6.002 0.00 0.00 -0.01 0.37
H -1.667 3.272 6.321 -0.01 -0.02 0.01 0.43
H -2.484 1.841 4.482 0.03 -0.05 0.02 0.17
H -1.749 3.924 0.142 -0.07 0.05 0.03 0.46
H -3.597 5.479 -0.377 0.00 -0.02 -0.03 0.47
H -5.864 5.046 0.529 0.01 0.02 0.00 0.40
H -6.236 3.110 2.017 0.00 0.00 -0.01 0.43
H -4.417 1.598 2.569 0.03 -0.04 -0.02 0.39
H -4.421 -1.815 1.821 0.00 -0.04 0.02 0.40
H -5.940 -2.982 0.277 0.00 -0.01 0.00 0.41
H -5.054 -4.048 -1.768 0.01 -0.02 0.01 0.41
H -2.636 -3.954 -2.267 0.01 0.02 0.00 0.49
H -1.115 -2.694 -0.742 0.01 -0.02 -0.06 0.06
H -2.611 -0.806 4.434 0.00 0.00 0.02 0.13
H -3.075 -2.306 6.343 0.02 -0.01 0.01 0.45
H -2.497 -4.707 6.196 -0.02 0.00 0.00 0.38
H -1.491 -5.611 4.128 0.03 0.01 0.01 0.40
H -1.029 -4.103 2.220 -0.01 -0.07 0.03 0.39
S 2.844 1.356 1.005 -0.27 0.16 0.03 -0.47
C 1.469 1.442 -0.022 0.84 1.92 0.36 2.08
N -0.029 -0.165 -0.805 -1.12 -0.48 -0.45 0.17
C -0.851 0.839 -1.341 0.03 0.65 -0.71 -0.19
C -2.166 0.476 -1.675 0.25 -0.13 0.11 0.29
C -3.038 1.362 -2.278 -0.05 0.03 0.01 -1.02
C -2.627 2.650 -2.595 0.00 0.02 -0.09 -1.01
C -1.357 3.053 -2.226 -0.01 -0.17 -0.11 -1.18
C -0.488 2.183 -1.575 0.16 0.02 0.02 2.35
S 1.045 2.853 -0.987 -0.23 -0.45 0.18 -0.53
H -2.480 -0.536 -1.469 -0.03 -0.05 -0.06 0.04
H -4.038 1.029 -2.527 0.00 0.01 0.00 0.48
H -3.293 3.334 -3.103 -0.01 0.01 0.03 0.41
H -1.027 4.069 -2.413 -0.02 0.02 -0.01 0.53
Se 1.818 -1.790 2.403 0.34 -0.78 0.36 -0.25
C 1.564 -0.970 4.120 0.23 -0.16 0.05 0.48
C 2.230 0.194 4.501 -0.05 -0.12 0.14 -0.12
C 2.096 0.635 5.808 -0.06 0.10 -0.08 -0.54
N 1.324 0.052 6.720 -0.01 0.09 0.17 -0.66
C 0.690 -1.055 6.348 0.03 -0.09 0.01 -0.47
C 0.802 -1.620 5.089 0.01 0.06 -0.05 -0.34
H 2.883 0.709 3.814 0.00 0.08 -0.09 0.37
H 2.652 1.501 6.148 -0.01 0.11 -0.05 0.40
H 0.078 -1.531 7.109 0.01 -0.03 -0.04 0.37
H 0.333 -2.568 4.866 -0.09 0.03 0.00 0.48
C 0.548 -3.677 -3.303 0.06 0.16 0.04 -1.46
C 0.898 -2.292 -3.832 -0.11 -0.07 -0.24 1.71
C -0.349 -1.540 -4.283 0.12 -0.01 0.13 -0.94
C 1.904 -2.402 -4.974 -0.02 0.04 0.15 -1.72
O 1.494 -1.590 -2.737 0.20 -0.14 -0.03 0.78
Si 2.208 -0.182 -2.468 0.00 -0.47 0.30 -3.96
O 1.390 0.199 -0.925 0.31 -0.58 -1.57 -0.35
O 1.832 0.959 -3.516 -0.14 -0.01 -0.01 2.13
C 2.495 1.884 -4.402 0.15 0.19 -0.15 1.60
C 1.442 2.913 -4.793 0.05 -0.14 0.08 -1.50
C 2.973 1.112 -5.627 -0.10 0.01 0.16 -1.72
C 3.678 2.545 -3.705 -0.11 -0.14 0.05 -1.37
O 3.780 -0.248 -2.188 0.02 0.10 0.16 1.07
C 4.718 -1.225 -1.657 0.14 -0.19 -0.14 1.66
C 5.489 -1.758 -2.860 -0.12 0.08 0.04 -1.62
C 5.661 -0.499 -0.711 -0.13 0.08 -0.09 -1.54
C 3.989 -2.349 -0.936 -0.14 0.18 -0.08 -1.26
H 0.034 -4.260 -4.068 0.01 -0.01 -0.01 0.39
H -0.095 -3.584 -2.431 -0.05 -0.03 0.02 0.06
H 1.455 -4.203 -3.003 -0.01 -0.04 0.00 0.35
H -0.844 -2.078 -5.092 -0.01 0.02 -0.02 0.64
H -0.072 -0.542 -4.628 -0.07 0.01 -0.03 -0.04
H -1.042 -1.429 -3.447 -0.01 -0.01 0.00 -0.05
H 1.465 -2.943 -5.813 0.01 0.01 -0.03 0.53
H 2.795 -2.940 -4.644 -0.01 0.00 0.00 0.21
H 2.197 -1.408 -5.309 0.00 -0.07 -0.06 0.10
H 0.562 2.409 -5.196 -0.01 0.02 -0.03 0.28
H 1.846 3.589 -5.548 -0.02 0.03 0.00 0.51
H 1.141 3.489 -3.919 0.00 0.02 0.00 0.23
H 2.128 0.638 -6.130 0.02 0.01 -0.03 0.26
H 3.690 0.346 -5.325 0.03 0.00 -0.06 0.27
H 3.459 1.789 -6.329 0.02 0.00 -0.01 0.58
H 3.348 3.055 -2.801 0.00 0.03 0.02 0.23
H 4.136 3.272 -4.376 0.02 0.01 0.00 0.58
H 4.415 1.792 -3.428 0.05 0.06 -0.01 0.14
H 6.054 -0.950 -3.327 0.01 -0.02 -0.03 0.31
H 4.801 -2.175 -3.597 0.03 -0.04 0.02 0.17
H 6.184 -2.536 -2.543 0.02 -0.01 -0.03 0.48
H 6.116 0.354 -1.216 0.03 -0.02 0.00 0.28
H 6.445 -1.183 -0.382 0.01 0.01 -0.02 0.45
H 5.120 -0.137 0.157 -0.07 0.05 0.10 0.15
H 3.368 -2.914 -1.631 0.02 -0.07 0.01 0.04
H 3.348 -1.942 -0.152 0.04 0.00 0.08 0.10
H 4.712 -3.018 -0.470 0.00 -0.02 0.01 0.63
```
Forces are in eV/Å.

Record 2
A single C48H59Cl4N3O2 molecule. Source: the Open Molecules 2025 dataset; level of theory: wB97M-V/def2-TZVPD.

Calculated values
**Energy relative to the best compared isomer or geometry (same formula, charge and spin)**: 26.2 kcal/mol
**HOMO**: -7.40 eV
**Frontier orbital gap**: 6.865 eV
**E**: -109385.32363 eV

Geometry as XYZ:
```
116
Properties=species:S:1:pos:R:3:forces:R:3:mulliken_charge:R:1
Cl -4.045 -2.506 5.874 -0.10 -0.16 -0.22 -0.20
C -3.885 -2.463 4.148 0.77 0.23 -0.45 -0.31
C -2.654 -2.437 3.574 -0.44 0.06 0.21 -0.16
Cl -1.265 -2.649 4.569 0.16 0.02 -0.13 -0.09
C -2.389 -2.419 2.054 0.05 -2.65 -1.58 2.86
O -2.097 -3.665 1.641 -0.46 1.64 0.75 -0.95
C -3.737 -2.104 1.297 0.58 1.15 -4.40 -0.24
O -3.732 -1.743 0.063 0.42 -1.02 4.21 -0.68
C -5.030 -2.341 1.935 -0.47 0.29 2.80 -0.34
Cl -6.487 -2.114 1.029 0.50 -0.26 -0.01 -0.17
C -5.100 -2.428 3.328 0.03 -0.20 -1.90 0.48
Cl -6.619 -2.604 4.141 0.46 0.18 -0.36 -0.17
C -5.168 1.715 -3.457 -0.02 -0.11 0.13 -1.39
C -3.924 2.620 -3.460 0.08 0.09 -0.20 0.23
C -3.487 2.888 -4.904 -0.03 0.11 0.10 -1.67
C -2.831 2.024 -2.596 0.14 -0.28 0.45 0.21
C -1.851 1.163 -3.101 -0.92 0.47 -1.40 -0.23
C -1.023 0.452 -2.279 0.51 -0.41 0.84 -0.12
C -0.131 -0.676 -2.782 0.51 0.50 0.11 2.17
C 0.229 -0.536 -4.256 -0.09 -0.05 0.03 -2.15
C -0.715 -2.042 -2.442 -0.40 -0.01 -0.08 -1.32
C -1.049 0.726 -0.897 -0.21 0.10 0.00 0.78
C 0.006 0.111 -0.072 0.82 0.26 0.32 -1.89
N 1.356 0.463 -0.183 -0.60 -1.81 2.98 1.63
C 2.014 1.149 -1.232 1.23 1.49 -1.95 -1.37
C 2.942 0.462 -2.044 -0.01 -0.88 0.16 0.93
C 3.396 -0.956 -1.690 -0.59 0.10 -0.06 2.23
C 4.562 -0.894 -0.715 0.26 0.21 0.26 -1.41
C 3.689 -1.840 -2.901 0.03 -0.05 -0.03 -1.54
C 3.458 1.050 -3.200 0.09 0.61 -0.22 -0.34
C 3.044 2.339 -3.574 -0.15 -0.26 0.40 -1.26
C 2.164 3.068 -2.757 0.50 -0.16 -0.13 -0.46
C 1.719 2.500 -1.559 -0.42 0.32 0.81 -0.13
C 0.994 3.388 -0.533 -0.20 -0.86 -0.41 3.61
C 0.210 4.524 -1.180 -0.04 -0.03 0.03 -1.98
C 1.958 3.890 0.545 0.30 -0.07 -0.01 -1.45
N 2.072 -0.118 0.805 -1.01 -0.14 -0.43 -0.19
N 1.228 -0.851 1.549 -0.83 1.74 -2.82 1.85
C 1.740 -1.754 2.568 0.00 0.27 -0.81 -0.52
C 1.965 -3.062 2.172 -0.14 -0.59 -1.16 0.13
C 1.861 -3.477 0.691 -0.18 0.15 0.01 1.93
C 0.626 -4.339 0.440 -0.20 0.02 0.10 -1.33
C 3.117 -4.194 0.175 0.17 0.16 0.23 -1.56
C 2.343 -3.984 3.133 0.42 -0.53 0.37 -0.30
C 2.623 -3.579 4.436 -0.53 0.91 -0.78 -1.41
C 2.507 -2.215 4.751 0.32 -1.01 0.15 -1.02
C 2.074 -1.287 3.819 0.24 0.90 0.79 0.69
C 2.105 0.186 4.208 -0.19 0.79 0.45 0.20
C 0.767 0.928 3.997 -0.12 0.00 -0.10 -0.85
C 3.266 0.964 3.545 0.06 -0.23 -0.18 -1.21
C -0.089 -0.745 1.010 2.39 -0.14 0.67 0.85
C -1.252 -1.132 1.713 -5.33 0.34 1.93 0.55
C -1.998 1.621 -0.340 0.57 -0.25 0.43 0.98
C -2.162 1.941 1.157 0.14 -0.06 -0.18 2.15
C -3.556 1.509 1.652 0.02 -0.15 0.04 -1.73
C -1.950 3.419 1.504 0.20 0.09 -0.06 -1.06
C -2.869 2.224 -1.212 -1.06 0.71 -0.83 -0.74
H -5.501 1.497 -2.435 0.06 0.04 -0.21 0.35
H -5.988 2.207 -3.993 0.12 -0.10 0.08 0.44
H -4.959 0.755 -3.953 0.01 0.25 0.14 0.29
H -4.214 3.579 -3.004 0.09 -0.15 -0.08 0.40
H -2.554 3.461 -4.937 -0.12 -0.07 -0.05 0.38
H -3.341 1.950 -5.458 -0.04 0.21 0.09 0.31
H -4.267 3.466 -5.414 0.18 -0.14 0.01 0.45
H -1.773 1.039 -4.198 -0.15 -0.08 0.80 0.16
H 0.808 -0.589 -2.236 -0.11 -0.14 -0.13 -0.68
H 0.627 0.467 -4.465 -0.13 -0.22 -0.04 0.35
H 1.002 -1.269 -4.521 -0.29 0.12 -0.05 0.26
H -0.666 -0.719 -4.865 0.30 0.04 -0.11 0.51
H -1.024 -2.095 -1.389 0.00 -0.09 -0.28 0.07
H -1.608 -2.208 -3.067 0.23 -0.17 0.27 0.39
H 0.025 -2.831 -2.632 -0.22 0.13 -0.03 0.37
H 2.565 -1.423 -1.145 0.15 0.00 -0.26 -1.02
H 4.191 -0.482 0.231 0.44 -0.15 -0.21 0.05
H 4.966 -1.895 -0.535 0.03 0.19 -0.05 0.46
H 5.359 -0.239 -1.089 -0.09 -0.22 0.02 0.31
H 2.859 -1.826 -3.621 0.25 -0.02 0.18 0.10
H 4.605 -1.524 -3.419 -0.19 -0.18 0.11 0.49
H 3.828 -2.874 -2.552 0.04 0.30 -0.19 0.34
H 4.198 0.486 -3.816 -0.83 0.65 0.58 0.23
H 3.429 2.784 -4.485 -0.06 -0.04 0.04 0.40
H 1.859 4.112 -3.022 0.43 -1.21 0.27 0.30
H 0.278 2.703 -0.064 0.04 0.40 0.12 -1.76
H -0.451 4.137 -1.962 0.01 0.07 0.09 0.40
H -0.402 5.025 -0.425 0.06 0.00 -0.13 0.29
H 0.873 5.273 -1.625 -0.08 -0.04 0.12 0.53
H 2.495 3.059 1.027 -0.17 0.18 -0.09 0.22
H 2.716 4.566 0.123 -0.19 -0.13 0.02 0.37
H 1.410 4.441 1.317 0.06 -0.07 -0.07 0.34
H 1.761 -2.552 0.105 -0.05 -0.36 0.16 -1.10
H -0.291 -3.841 0.801 0.17 -0.36 -0.15 0.16
H 0.517 -4.563 -0.637 0.08 0.05 0.43 0.30
H 0.737 -5.288 0.994 -0.18 0.25 -0.24 0.41
H 4.018 -3.597 0.380 -0.17 -0.31 -0.01 0.32
H 3.216 -5.179 0.658 0.08 0.30 -0.23 0.45
H 3.047 -4.341 -0.916 -0.06 -0.02 0.45 0.27
H 2.472 -5.034 2.838 -0.05 0.51 0.18 0.38
H 2.941 -4.290 5.172 0.09 -0.19 0.26 0.44
H 2.798 -1.891 5.743 -0.09 0.12 -0.03 0.45
H 2.302 0.234 5.296 -0.13 -0.28 -0.42 0.71
H -0.073 0.284 4.308 0.22 0.34 -0.15 0.18
H 0.734 1.857 4.599 0.09 -0.47 -0.31 0.56
H 0.633 1.217 2.936 -0.04 -0.12 0.47 -0.20
H 4.230 0.534 3.855 -0.22 0.13 -0.17 0.39
H 3.187 0.898 2.446 0.18 0.17 0.56 -0.12
H 3.259 2.030 3.840 -0.11 -0.47 -0.07 0.40
H -1.154 -1.013 2.843 0.40 1.08 -1.78 -0.39
H -2.146 -0.529 1.198 2.35 -0.80 1.48 -1.24
H -1.407 1.364 1.691 -0.06 0.09 0.09 -1.09
H -3.858 0.565 1.192 -0.10 0.13 0.05 0.18
H -3.561 1.373 2.744 0.03 0.12 -0.27 0.47
H -4.312 2.266 1.400 0.16 -0.18 0.02 0.44
H -0.932 3.744 1.268 -0.22 0.01 0.05 -0.02
H -2.657 4.060 0.962 0.14 -0.09 0.09 0.23
H -2.100 3.582 2.579 -0.05 -0.09 -0.20 0.50
H -3.649 2.906 -0.826 0.46 -0.44 -0.12 0.28
```
Forces are in eV/Å.